38
Properties=species:S:1:pos:R:3:mulliken_charge:R:1 method="wB97M-V/def2-TZVPD" gap_ev=9.1450 e_above_lowest_ev=7.970 e_homo_ev=-8.26 e_tot_ev=-18960.9521
C 3.027 2.252 0.510 -0.334
C 2.244 3.311 -0.463 -0.227
C 0.845 3.130 -0.470 -1.356
C 0.492 1.644 -0.878 0.281
C 0.757 -0.374 0.505 0.706
C 1.423 -0.804 1.608 -1.092
C 1.734 -2.087 1.725 -0.468
C 1.213 -3.113 0.919 -0.448
C 0.390 -2.725 -0.154 -0.590
C 0.120 -1.330 -0.267 0.624
C -2.129 -1.748 -1.000 -0.470
C -2.927 -1.142 0.064 -0.618
C -2.899 0.320 0.303 0.090
C -3.264 0.995 -0.947 -0.775
H 4.042 2.819 0.701 0.352
H 3.080 1.215 0.013 0.112
H 2.044 1.753 1.340 -0.129
H 2.711 4.432 -0.475 0.298
H 2.351 2.870 -1.516 0.175
H 0.432 3.785 -1.160 0.535
H 0.396 3.448 0.423 0.349
H -0.677 1.744 -0.970 -0.353
H 0.910 1.377 -1.895 0.305
H 1.706 0.031 2.085 0.712
H 2.497 -2.472 2.413 0.307
H 1.446 -4.106 1.402 0.292
H 0.336 -3.441 -1.068 0.372
H -2.576 -1.873 -2.020 0.334
H -1.825 -2.979 -0.765 0.245
H -3.990 -1.544 -0.010 0.345
H -2.406 -1.621 1.082 0.232
H -3.393 0.556 1.306 0.387
H -1.839 0.624 0.660 -0.159
H -3.382 2.033 -0.601 0.311
H -2.003 0.886 -1.294 0.214
H -3.953 0.362 -1.638 0.301
O 0.666 0.899 0.378 -0.397
O -0.924 -0.883 -1.220 -0.462